[1]
C9H17NO in the gas phase in a non-equilibrium geometry. Source: OMol25; level of theory: wB97M-V/def2-TZVPD.

CARTESIAN COORDINATES (ANGSTROEM)
C  -2.724  -0.824  -0.018
N  -1.296  -0.956  -0.479
C  -1.018  0.184  -1.330
C  -0.685  1.472  -0.575
C  0.351  1.397  0.629
C  1.807  1.010  0.113
C  1.880  -0.463  -0.498
O  3.223  -0.973  -0.384
C  0.961  -1.536  0.235
C  -0.409  -0.995  0.626
C  -0.165  0.259  1.474
H  -3.493  -0.953  -0.818
H  -2.956  -1.687  0.696
H  -2.823  0.252  0.437
H  -0.091  0.064  -2.005
H  -1.887  0.410  -1.977
H  -0.354  2.379  -1.155
H  -1.613  1.778  -0.060
H  0.430  2.360  1.057
H  2.020  1.702  -0.728
H  2.647  1.100  0.869
H  1.822  -0.365  -1.540
H  3.753  -0.133  -0.703
H  1.461  -1.816  1.107
H  0.631  -2.405  -0.466
H  -0.887  -1.860  1.252
H  -1.208  0.418  1.970
H  0.625  0.175  2.272

Calculated values
Charge = 0
Kohn-Sham gap = 9.4 eV
SMILES = CN1CC[C@@H]2C[C@@H](O)C[C@H]1C2
Relative energy (zero: lowest compared OMol25 entry of this formula, charge and spin) = 46.2 kcal per mole
E_LUMO = 0.031 Ha

---

[2]
2 unconnected molecules or ions with the total composition C3H9I3NSi in a non-equilibrium geometry. Source: OMol25; level of theory: wB97M-V/def2-TZVPD.

CARTESIAN COORDINATES (ANGSTROEM)
C  0.473  -1.515  0.241
C  -1.133  0.262  -0.145
C  1.200  0.516  -0.892
N  0.383  -0.051  0.077
Si  3.701  0.004  -0.028
I  5.047  1.979  -1.036
I  3.325  0.337  2.406
I  4.421  -2.288  -0.472
H  0.318  -2.124  -0.725
H  1.428  -1.692  0.658
H  -0.308  -1.903  0.952
H  -1.338  0.118  -1.263
H  -1.566  -0.492  0.441
H  -1.398  1.232  0.129
H  1.349  0.078  -1.886
H  1.106  1.615  -0.703
H  0.615  0.475  1.036

Calculated values
Charge = +1
Kohn-Sham gap (alpha / beta) = 7.6 / 7.6 eV
E_LUMO (alpha / beta) = -0.183 / -0.183 Ha

---

[3]
2 unconnected molecules or ions with the total composition C6H14O. Source: OMol25; level of theory: wB97M-V/def2-TZVPD.

CARTESIAN COORDINATES (ANGSTROEM)
C  2.480  0.533  -0.013
C  1.443  -0.050  0.589
O  1.486  -1.300  1.134
C  0.105  0.599  0.809
C  -1.108  -0.288  0.492
C  -1.165  -0.674  -0.985
C  -2.388  0.430  0.922
H  3.451  0.047  -0.097
H  2.386  1.528  -0.432
H  2.363  -1.675  0.976
H  0.052  0.897  1.865
H  0.061  1.520  0.213
H  -1.007  -1.207  1.084
H  -2.041  -1.301  -1.190
H  -0.273  -1.233  -1.289
H  -1.238  0.218  -1.622
H  -3.271  -0.195  0.749
H  -2.521  1.362  0.356
H  -2.360  0.688  1.987
H  1.666  -0.094  -2.547
H  1.905  0.120  -3.218

Calculated values
Charge = 0
Kohn-Sham gap = 9.8 eV
SMILES = C=C(O)CC(C)C.[H][H]
Relative energy (zero: lowest compared OMol25 entry of this formula, charge and spin) = 34.4 kcal per mole
E_LUMO = 0.034 Ha

---

[4]
5 unconnected molecules or ions with the total composition C27H33F4NO15S2 in a non-equilibrium geometry. Source: OMol25; level of theory: wB97M-V/def2-TZVPD.

CARTESIAN COORDINATES (ANGSTROEM)
C  4.178  0.935  1.115
C  3.634  1.677  0.145
C  4.590  2.177  -0.965
C  5.382  0.987  -1.421
C  4.986  0.092  -2.288
C  3.692  0.089  -3.019
C  2.924  -1.241  -2.949
C  1.439  -0.961  -3.331
S  0.321  -1.468  -1.980
C  -0.428  0.023  -1.304
S  -0.160  0.304  0.273
N  -1.231  0.840  -2.135
C  -2.663  0.847  -1.694
C  -3.130  -0.432  -1.008
C  -0.788  2.249  -2.096
C  0.545  2.485  -2.803
C  6.136  -0.883  -2.383
O  6.166  -1.842  -3.013
O  7.158  -0.430  -1.592
C  6.758  0.685  -0.908
O  7.336  1.252  -0.094
H  3.765  -0.057  1.294
H  5.036  1.273  1.684
H  2.573  1.903  0.107
H  4.035  2.626  -1.786
H  5.253  2.940  -0.556
H  3.092  0.890  -2.595
H  3.886  0.329  -4.067
H  3.309  -1.899  -3.727
H  2.994  -1.738  -1.985
H  1.161  -1.445  -4.263
H  1.334  0.107  -3.502
H  -2.826  1.726  -1.064
H  -3.262  0.963  -2.599
H  -4.211  -0.482  -1.126
H  -2.738  -1.345  -1.454
H  -2.960  -0.406  0.066
H  -1.562  2.802  -2.633
H  -0.774  2.658  -1.078
H  1.292  1.837  -2.337
H  0.888  3.508  -2.667
H  0.412  2.245  -3.856
O  2.896  4.626  0.894
C  3.945  5.099  1.172
O  5.057  5.035  0.391
C  6.066  5.838  1.009
C  5.613  5.859  2.446
F  5.940  7.024  3.054
O  4.204  5.780  2.327
H  6.063  6.834  0.563
H  7.051  5.395  0.882
H  5.975  5.023  3.047
O  -5.301  -1.616  -3.079
C  -6.205  -1.960  -2.396
O  -6.061  -2.658  -1.241
C  -7.349  -2.756  -0.630
C  -8.268  -2.575  -1.810
F  -9.421  -1.958  -1.455
O  -7.524  -1.709  -2.653
H  -7.465  -1.961  0.108
H  -7.474  -3.712  -0.138
H  -8.503  -3.495  -2.348
O  -7.835  -4.154  3.481
C  -6.771  -4.441  3.050
O  -5.808  -5.103  3.740
C  -4.735  -5.376  2.834
C  -4.933  -4.317  1.782
F  -4.545  -4.753  0.559
O  -6.344  -4.140  1.782
H  -4.847  -6.383  2.430
H  -3.772  -5.298  3.333
H  -4.445  -3.365  2.001
O  -2.574  -2.266  3.965
C  -1.563  -1.711  4.243
O  -0.451  -1.705  3.464
C  0.494  -0.822  4.077
C  0.039  -0.820  5.513
F  0.279  0.371  6.111
O  -1.360  -1.002  5.393
H  0.422  0.165  3.618
H  1.509  -1.193  3.957
H  0.460  -1.622  6.123

Calculated values
Charge = 0
Kohn-Sham gap = 7.9 eV
SMILES = C=CCC1=C(CCCSC(=S)N(CC)CC)C(=O)OC1=O.O=C1OC[C@@H](F)O1.O=C1OC[C@@H](F)O1.O=C1OC[C@@H](F)O1.O=C1OC[C@@H](F)O1
E_LUMO = -0.018 Ha

---

[5]
A molecular structure, C4H4N2O2 in a non-equilibrium geometry. Source: OMol25; level of theory: wB97M-V/def2-TZVPD.

CARTESIAN COORDINATES (ANGSTROEM)
C  1.025  0.824  0.584
C  -0.073  -0.944  -0.243
C  -0.954  -0.720  -1.512
C  0.650  0.105  -0.728
H  1.550  2.393  1.899
H  -0.756  -1.654  1.805
H  -1.858  0.001  -1.077
H  -1.181  -1.593  -2.362
N  1.774  1.742  0.862
N  -0.510  -0.747  1.068
O  0.219  0.198  1.605
O  0.114  0.394  -1.901

Calculated values
Charge = 0
Kohn-Sham gap = 8.3 eV
Relative energy (zero: lowest compared OMol25 entry of this formula, charge and spin) = 204.9 kcal per mole
E_LUMO = 0.011 Ha

---

[6]
A molecular structure, C13H26NO4P2W in a non-equilibrium geometry. Source: OMol25; level of theory: wB97M-V/def2-TZVPD.

CARTESIAN COORDINATES (ANGSTROEM)
W  0.345  1.278  0.568
P  -1.631  0.253  0.329
C  -1.957  1.034  -1.365
C  -0.778  1.219  -2.238
N  0.370  1.253  -1.530
C  1.594  1.119  -2.055
C  1.729  1.524  -3.375
C  0.581  1.760  -4.136
C  -0.681  1.553  -3.577
C  2.596  0.795  -0.976
P  1.966  -0.312  0.416
H  -1.596  1.681  -4.142
H  2.723  1.685  -3.779
H  0.652  2.184  -5.156
H  3.389  0.139  -1.355
H  3.024  1.726  -0.575
H  -2.723  0.448  -1.826
H  -2.396  2.006  -1.129
H  -1.077  -3.117  -4.289
O  -1.309  -3.925  -3.833
H  -2.262  -3.824  -3.658
H  -1.023  -3.361  1.835
O  -0.345  -4.035  1.684
H  0.227  -3.901  2.444
C  2.249  -1.880  -0.466
H  2.106  -1.725  -1.535
H  3.296  -2.129  -0.198
H  1.559  -2.681  -0.136
C  3.258  -0.491  1.705
H  3.444  -1.574  1.795
H  4.171  0.024  1.357
H  2.902  -0.092  2.674
C  -2.921  1.165  1.223
H  -3.876  0.854  0.773
H  -2.897  0.889  2.280
H  -2.813  2.240  1.120
C  -2.437  -1.350  0.287
H  -3.054  -1.394  1.213
H  -3.156  -1.370  -0.557
H  -1.848  -2.282  0.246
C  -0.581  2.098  4.787
O  -0.844  1.678  3.434
C  0.316  1.232  2.820
O  1.308  0.944  3.487
H  0.154  2.909  4.817
H  -0.228  1.278  5.424
H  -1.524  2.478  5.170

Calculated values
Charge = +3
2S+1 = 3
Kohn-Sham gap (alpha / beta) = 4.6 / 4.6 eV
E_LUMO (alpha / beta) = -0.496 / -0.496 Ha